1.
{"formula": "C28H81N7O9", "method": "ωB97M-V/def2-TZVPD", "e_tot_ev": -59202.50615, "lumo_ev": 0.5, "orbital_gap_ha": 0.349, "e_homo_ev": -8.95, "elements": ["C", "O", "C", "C", "C", "N", "H", "H", "H", "H", "H", "H", "H", "H", "H", "H", "H", "C", "O", "C", "C", "C", "N", "H", "H", "H", "H", "H", "H", "H", "H", "H", "H", "H", "C", "O", "C", "C", "C", "N", "H", "H", "H", "H", "H", "H", "H", "H", "H", "H", "H", "C", "O", "C", "C", "C", "N", "H", "H", "H", "H", "H", "H", "H", "H", "H", "H", "H", "C", "O", "C", "C", "C", "N", "H", "H", "H", "H", "H", "H", "H", "H", "H", "H", "H", "C", "O", "C", "C", "C", "N", "H", "H", "H", "H", "H", "H", "H", "H", "H", "H", "H", "C", "O", "C", "C", "C", "N", "H", "H", "H", "H", "H", "H", "H", "H", "H", "H", "H", "O", "H", "H", "O", "H", "H"], "coordinates": [[-0.783, -2.171, -6.195], [0.232, -1.707, -5.306], [0.035, -2.173, -3.995], [1.231, -1.918, -2.994], [1.156, -2.562, -1.566], [1.263, -0.546, -2.575], [-0.659, -1.779, -7.204], [-1.718, -1.911, -5.698], [-0.715, -3.249, -6.341], [-0.895, -1.770, -3.594], [-0.109, -3.253, -3.999], [2.048, -2.309, -3.600], [2.107, -2.581, -1.034], [0.917, -3.617, -1.701], [0.416, -2.119, -0.899], [2.156, -0.327, -2.158], [1.387, -0.021, -3.429], [0.813, 3.622, 0.419], [1.571, 4.547, 1.103], [2.676, 3.926, 1.728], [3.580, 4.935, 2.381], [4.891, 4.314, 2.877], [2.896, 5.533, 3.549], [1.470, 2.964, -0.149], [0.261, 4.081, -0.401], [0.136, 3.016, 1.021], [2.373, 3.127, 2.405], [3.273, 3.378, 0.999], [3.840, 5.701, 1.650], [4.676, 3.558, 3.633], [5.648, 5.015, 3.226], [5.341, 3.758, 2.054], [2.716, 4.794, 4.214], [1.988, 5.694, 3.137], [-3.509, -1.860, 4.559], [-2.965, -0.825, 3.654], [-3.933, -0.227, 2.825], [-3.230, 0.539, 1.688], [-2.426, 1.781, 2.067], [-4.228, 0.917, 0.686], [-4.078, -2.629, 4.038], [-4.167, -1.466, 5.333], [-2.749, -2.313, 5.195], [-4.650, -0.977, 2.491], [-4.545, 0.484, 3.382], [-2.512, -0.187, 1.306], [-3.046, 2.595, 2.443], [-1.891, 2.159, 1.196], [-1.633, 1.536, 2.774], [-4.895, 1.525, 1.141], [-3.798, 1.550, 0.027], [-2.491, 7.390, -1.193], [-2.800, 6.156, -1.847], [-2.842, 4.964, -1.049], [-3.084, 3.788, -1.977], [-4.402, 3.765, -2.703], [-2.991, 2.504, -1.245], [-1.663, 7.266, -0.495], [-3.326, 7.784, -0.614], [-2.149, 8.149, -1.897], [-1.893, 4.907, -0.517], [-3.672, 5.118, -0.359], [-2.312, 3.803, -2.746], [-5.226, 3.825, -1.992], [-4.450, 2.866, -3.319], [-4.327, 4.606, -3.393], [-3.388, 1.728, -1.756], [-2.064, 2.105, -1.209], [-0.944, -5.487, -2.154], [-1.409, -4.450, -1.298], [-2.621, -3.858, -1.753], [-3.006, -2.753, -0.734], [-3.235, -3.401, 0.662], [-4.152, -1.895, -1.069], [-0.057, -5.969, -1.742], [-0.738, -5.303, -3.209], [-1.720, -6.254, -2.141], [-2.518, -3.457, -2.761], [-3.369, -4.625, -1.956], [-2.154, -2.082, -0.621], [-2.283, -3.759, 1.053], [-3.931, -4.234, 0.565], [-3.581, -2.711, 1.432], [-4.362, -1.237, -0.332], [-4.985, -2.452, -0.941], [1.928, -5.222, 5.604], [1.175, -4.107, 5.168], [1.677, -3.129, 4.264], [0.550, -2.296, 3.533], [0.956, -1.701, 2.205], [0.131, -1.126, 4.324], [2.691, -4.905, 6.314], [2.336, -5.749, 4.741], [1.240, -5.911, 6.093], [2.383, -2.521, 4.830], [2.232, -3.636, 3.474], [-0.251, -3.001, 3.313], [0.051, -1.523, 1.623], [1.613, -2.368, 1.647], [1.536, -0.784, 2.311], [-0.025, -1.433, 5.273], [-0.733, -0.795, 3.918], [3.161, 0.604, -0.332], [3.684, -0.456, -1.130], [5.097, -0.271, -1.437], [5.615, -1.604, -2.107], [5.270, -1.632, -3.553], [5.062, -2.762, -1.442], [3.662, 0.506, 0.631], [2.099, 0.399, -0.195], [3.265, 1.567, -0.831], [5.299, 0.593, -2.070], [5.619, -0.117, -0.493], [6.689, -1.763, -2.014], [5.789, -0.889, -4.159], [4.188, -1.583, -3.673], [5.441, -2.631, -3.953], [5.295, -2.555, -0.481], [4.063, -2.620, -1.430], [1.049, 2.601, -2.622], [0.485, 2.006, -2.128], [1.260, 2.122, -3.423], [-0.445, 0.838, -0.932], [0.013, 0.253, -1.536], [-0.966, 0.253, -0.382]]}



2.
{"formula": "C5H6O", "method": "ωB97M-V/def2-TZVPD", "e_tot_ev": -7328.26417, "lumo_ev": 1.1, "orbital_gap_ha": 0.345, "e_homo_ev": -8.33, "elements": ["C", "C", "C", "C", "C", "O", "H", "H", "H", "H", "H", "H"], "coordinates": [[-2.081, -0.005, -0.288], [-0.755, -0.034, -0.303], [0.230, 1.057, -0.329], [1.394, 0.555, 0.077], [1.184, -0.902, 0.395], [-0.087, -1.212, -0.143], [-2.621, -0.934, -0.155], [-2.589, 0.941, -0.389], [-0.011, 2.085, -0.576], [2.323, 1.086, 0.256], [1.108, -1.034, 1.484], [1.905, -1.604, -0.027]]}



3.
{"formula": "C5H10O2", "method": "ωB97M-V/def2-TZVPD", "e_tot_ev": -9437.16425, "lumo_ev": 1.0, "orbital_gap_ha": 0.350, "e_homo_ev": -8.57, "elements": ["C", "C", "O", "C", "C", "C", "O", "H", "H", "H", "H", "H", "H", "H", "H", "H", "H"], "coordinates": [[-2.008, -0.265, -0.110], [-0.613, 0.263, 0.340], [-0.850, 1.197, 1.323], [0.412, -0.776, 0.455], [0.904, 0.359, -0.427], [2.108, 0.327, 0.520], [1.338, -0.427, 1.479], [-2.657, 0.469, -0.596], [-1.984, -1.174, -0.720], [-2.539, -0.557, 0.818], [-0.813, -0.221, -2.394], [0.016, 1.330, 1.728], [0.277, -1.825, 0.226], [-0.089, -0.357, -2.333], [0.983, 0.797, -1.396], [2.608, 1.228, 0.898], [2.908, -0.369, 0.188]]}



4.
{"formula": "C9H17NOS", "method": "ωB97M-V/def2-TZVPD", "e_tot_ev": -23971.54947, "lumo_ev": [-1.0, -0.9], "orbital_gap_ha": [0.225, 0.244], "e_homo_ev": [-7.11, -7.52], "elements": ["C", "C", "C", "C", "C", "C", "C", "C", "C", "N", "O", "S", "H", "H", "H", "H", "H", "H", "H", "H", "H", "H", "H", "H", "H", "H", "H", "H", "H"], "coordinates": [[-0.214, 0.706, -0.203], [1.023, -1.087, 2.099], [2.954, 0.846, 2.500], [-1.693, 0.899, 0.010], [-2.203, 0.502, -1.376], [-3.117, -0.761, -1.196], [-3.103, 1.587, -2.005], [3.365, -1.742, 0.422], [2.767, -0.453, -0.106], [0.148, 0.369, -1.389], [-1.002, 0.232, -2.145], [1.801, 0.249, 1.368], [0.517, -0.869, 3.056], [0.311, -1.714, 1.496], [2.410, 1.140, 3.499], [3.593, 1.610, 2.162], [-2.198, 0.281, 0.864], [-2.017, 1.956, 0.292], [-3.775, -0.661, -2.014], [-3.662, -0.806, -0.245], [-2.321, -1.489, -1.326], [-2.734, 2.492, -1.452], [-4.168, 1.425, -1.900], [-2.861, 1.562, -2.993], [4.263, -2.009, -0.050], [3.598, -1.547, 1.530], [2.692, -2.563, 0.377], [2.131, -0.499, -1.016], [3.493, 0.343, -0.257]]}



5.
{"formula": "C28H48GeN3OPdSi3", "method": "ωB97M-V/def2-TZVPD", "e_tot_ev": -119947.41498, "spin_multiplicity": 4, "lumo_ev": [-6.0, -8.6], "orbital_gap_ha": [0.243, 0.192], "charge": 2, "e_homo_ev": [-12.67, -13.81], "elements": ["Pd", "C", "C", "C", "C", "C", "C", "N", "C", "C", "C", "C", "C", "N", "C", "C", "C", "C", "C", "C", "N", "H", "H", "H", "H", "H", "H", "H", "H", "H", "H", "H", "H", "H", "H", "H", "C", "Si", "C", "C", "Ge", "Si", "C", "C", "C", "Si", "C", "C", "C", "H", "H", "H", "H", "H", "H", "H", "H", "H", "H", "H", "H", "H", "H", "H", "H", "H", "H", "H", "H", "H", "H", "H", "H", "H", "H", "H", "C", "C", "O", "H", "H", "H", "H", "H", "H"], "coordinates": [[1.874, -13.822, 10.538], [-1.153, -13.085, 11.143], [-0.956, -14.593, 11.160], [-1.962, -15.520, 11.491], [-1.687, -16.886, 11.368], [-0.554, -17.275, 10.639], [0.456, -16.323, 10.351], [0.276, -15.028, 10.785], [1.589, -16.476, 9.490], [1.918, -17.641, 8.805], [2.939, -17.584, 7.886], [3.587, -16.366, 7.651], [3.269, -15.255, 8.411], [2.311, -15.348, 9.341], [3.694, -13.850, 8.231], [4.786, -13.408, 7.458], [4.928, -12.018, 7.414], [4.026, -11.112, 8.016], [2.971, -11.685, 8.762], [1.899, -10.844, 9.429], [2.923, -12.992, 8.979], [-2.202, -12.813, 11.327], [-0.906, -12.720, 10.151], [-0.584, -12.592, 11.905], [-2.946, -15.132, 11.822], [-2.276, -17.683, 11.757], [-0.409, -18.333, 10.326], [1.293, -18.526, 9.014], [3.186, -18.487, 7.297], [4.456, -16.280, 7.080], [5.496, -14.081, 7.048], [5.639, -11.630, 6.684], [4.044, -10.031, 7.986], [2.202, -10.642, 10.471], [0.966, -11.394, 9.359], [1.842, -9.886, 8.950], [2.740, -15.059, 16.259], [1.745, -15.097, 14.690], [-0.103, -14.793, 15.089], [1.740, -16.854, 14.056], [2.320, -13.368, 12.991], [4.772, -13.839, 12.711], [4.845, -15.620, 12.074], [5.426, -12.741, 11.370], [5.791, -13.543, 14.341], [2.345, -11.125, 14.087], [0.934, -10.157, 13.260], [3.969, -10.190, 13.723], [2.179, -11.249, 15.990], [2.776, -14.060, 16.802], [3.756, -15.359, 15.966], [2.412, -15.723, 17.027], [-0.425, -15.326, 16.037], [-0.807, -15.113, 14.321], [-0.328, -13.735, 15.263], [1.072, -16.924, 13.209], [1.346, -17.530, 14.867], [2.723, -17.243, 13.748], [3.885, -15.980, 11.698], [5.315, -16.363, 12.751], [5.509, -15.520, 11.192], [6.173, -12.036, 11.760], [4.644, -12.011, 11.007], [5.826, -13.262, 10.479], [5.825, -14.451, 14.959], [5.480, -12.723, 14.971], [6.839, -13.367, 13.981], [0.010, -10.751, 13.054], [1.233, -9.643, 12.322], [0.663, -9.377, 13.985], [4.050, -9.968, 12.659], [4.757, -10.827, 14.074], [3.991, -9.294, 14.385], [1.237, -11.682, 16.313], [2.198, -10.258, 16.433], [3.049, -11.882, 16.369], [-0.424, -13.689, 7.396], [-1.648, -12.899, 6.820], [-1.810, -11.659, 7.510], [-0.145, -14.432, 6.681], [-0.701, -14.103, 8.393], [0.399, -13.015, 7.517], [-2.568, -13.531, 6.893], [-1.461, -12.721, 5.777], [-2.365, -11.040, 6.991]]}



6.
{"formula": "C55H62BN8O5W", "method": "ωB97M-V/def2-TZVPD", "e_tot_ev": -82704.00887, "lumo_ev": [-3.5, -3.5], "orbital_gap_ha": [0.212, 0.213], "charge": 1, "e_homo_ev": [-9.23, -9.23], "elements": ["W", "C", "C", "C", "C", "C", "C", "C", "C", "C", "C", "C", "C", "C", "C", "C", "C", "N", "C", "C", "C", "N", "C", "C", "C", "N", "C", "C", "C", "C", "C", "C", "C", "C", "C", "C", "C", "C", "N", "C", "C", "H", "H", "H", "H", "H", "H", "H", "H", "H", "H", "H", "H", "H", "H", "H", "H", "H", "H", "H", "H", "H", "H", "H", "H", "H", "H", "H", "H", "H", "H", "H", "H", "H", "H", "H", "H", "H", "H", "H", "H", "H", "H", "H", "H", "O", "C", "N", "C", "O", "C", "C", "C", "C", "N", "C", "H", "H", "H", "H", "H", "H", "H", "H", "O", "B", "O", "C", "C", "C", "C", "C", "C", "H", "H", "H", "H", "N", "C", "O", "C", "C", "C", "C", "N", "C", "H", "H", "H", "H", "H", "H"], "coordinates": [[0.149, -0.473, 0.381], [-5.105, -1.752, 3.300], [-5.277, -1.279, 1.854], [-4.021, -1.441, 1.054], [-3.713, -2.430, 0.165], [-4.588, -3.548, -0.308], [-5.294, -3.215, -1.626], [-2.386, -2.164, -0.300], [-1.724, -2.923, -1.244], [-0.495, -2.643, -1.778], [0.116, -3.426, -2.828], [-0.404, -4.741, -3.316], [-0.155, -5.868, -2.307], [1.222, -2.751, -3.224], [1.295, -1.568, -2.400], [2.192, -0.548, -2.557], [2.155, 0.646, -1.861], [1.255, 0.974, -0.883], [1.654, 2.228, -0.462], [1.068, 2.992, 0.519], [-0.067, 2.646, 1.217], [-0.692, 1.440, 1.068], [-1.842, 1.544, 1.808], [-2.847, 0.599, 1.838], [-2.886, -0.570, 1.115], [-1.862, -1.044, 0.305], [-1.896, 2.804, 2.501], [-0.787, 3.500, 2.126], [-0.383, 4.877, 2.554], [0.334, 4.884, 3.907], [-2.981, 3.227, 3.443], [-2.883, 2.531, 4.804], [2.823, 2.674, -1.181], [3.129, 1.689, -2.063], [4.215, 1.664, -3.092], [3.705, 2.005, -4.495], [3.503, 3.993, -0.989], [2.804, 5.135, -1.734], [0.284, -1.546, -1.471], [2.215, -3.128, -4.277], [3.409, -3.892, -3.696], [-6.029, -1.635, 3.868], [-4.320, -1.183, 3.806], [-4.821, -2.806, 3.329], [-5.595, -0.234, 1.839], [-6.081, -1.841, 1.377], [-5.330, -3.773, 0.460], [-3.993, -4.459, -0.423], [-5.936, -2.339, -1.508], [-5.913, -4.047, -1.961], [-4.572, -2.987, -2.412], [-2.233, -3.803, -1.617], [0.076, -4.987, -4.264], [-1.473, -4.662, -3.531], [0.913, -5.987, -2.116], [-0.541, -6.818, -2.679], [-0.634, -5.654, -1.349], [2.959, -0.660, -3.311], [1.520, 3.952, 0.729], [-3.723, 0.834, 2.430], [-1.271, 5.511, 2.604], [0.260, 5.331, 1.798], [-0.330, 4.524, 4.698], [0.658, 5.891, 4.174], [1.209, 4.232, 3.890], [-3.960, 3.027, 2.999], [-2.931, 4.309, 3.583], [-2.964, 1.446, 4.697], [-3.674, 2.865, 5.477], [-1.921, 2.746, 5.277], [4.696, 0.683, -3.099], [4.992, 2.373, -2.803], [2.919, 1.316, -4.809], [4.512, 1.958, -5.228], [3.284, 3.012, -4.519], [4.535, 3.912, -1.331], [3.567, 4.227, 0.077], [2.797, 4.948, -2.810], [3.313, 6.084, -1.559], [1.765, 5.241, -1.414], [2.568, -2.233, -4.793], [1.722, -3.736, -5.037], [3.905, -3.306, -2.919], [4.145, -4.120, -4.470], [3.087, -4.833, -3.245], [2.246, 2.195, 8.175], [1.055, 2.691, 7.631], [0.355, 1.710, 6.812], [0.866, 1.351, 5.621], [1.860, 1.898, 5.153], [0.179, 0.252, 4.866], [-0.580, -0.759, 5.427], [-1.138, -1.705, 4.586], [-0.897, -1.627, 3.227], [-0.147, -0.662, 2.677], [0.352, 0.262, 3.494], [2.903, 2.160, 7.471], [1.229, 3.572, 7.017], [0.402, 2.949, 8.460], [-0.412, 1.195, 7.207], [-0.731, -0.833, 6.498], [-1.743, -2.516, 4.968], [-1.310, -2.363, 2.551], [0.883, 1.081, 3.046], [-0.138, -3.702, 0.978], [0.706, -2.579, 1.098], [1.813, -2.961, 1.876], [1.644, -4.285, 2.206], [2.466, -5.100, 2.951], [2.042, -6.418, 3.119], [0.851, -6.875, 2.561], [0.029, -6.033, 1.812], [0.463, -4.737, 1.656], [3.390, -4.735, 3.379], [2.654, -7.101, 3.694], [0.557, -7.906, 2.712], [-0.900, -6.377, 1.375], [4.231, 2.668, 3.422], [4.963, 2.107, 2.429], [6.036, 2.547, 2.062], [4.382, 0.895, 1.757], [5.233, 0.048, 1.064], [4.680, -0.998, 0.354], [3.305, -1.155, 0.348], [2.464, -0.349, 1.012], [3.023, 0.653, 1.702], [4.617, 3.490, 3.854], [3.408, 2.251, 3.827], [6.297, 0.249, 1.072], [5.294, -1.685, -0.214], [2.854, -1.947, -0.225], [2.348, 1.355, 2.164]]}